Here is 2 unconnected molecules or ions with the total composition CH2ClPS in a non-equilibrium geometry from the OMol25 dataset. Energies are from wB97M-V/def2-TZVPD.

Strongest force on any atom (eV/Å): 5.4
HOMO level (eV): -7.729
Frontier orbital gap (eV): 5.73
LUMO level (eV): -1.99
ΔE to the lowest compared entry with this formula, charge and spin (eV): 4.072

The geometry in XYZ format:
```
6
Properties=species:S:1:pos:R:3:forces:R:3:mulliken_charge:R:1
P -1.9853 1.1064 -2.1848 -0.043 0.134 0.267 0.138
H 0.2916 -3.4301 0.9077 0.667 -3.158 0.420 0.287
H -0.9784 -2.1091 1.0494 0.710 -0.775 -0.954 0.227
Cl -2.6073 2.2667 -0.6564 0.093 -0.172 -0.225 -0.136
S 1.0860 -1.4189 0.0620 -1.445 -1.398 0.193 -0.171
C -0.0244 -2.5175 0.6095 0.018 5.368 0.300 -0.344
```
Forces are in eV/Å.

Here is a molecular structure, C32H67BClNbO10P in a non-equilibrium geometry from the OMol25 dataset. Energies are from wB97M-V/def2-TZVPD.

Strongest force on any atom (eV/Å): 2.1
HOMO level (eV): -3.892
Frontier orbital gap (eV): 5.94
Charge: -1
LUMO level (eV): 2.05

The geometry in XYZ format:
```
113
Properties=species:S:1:pos:R:3:forces:R:3:mulliken_charge:R:1
H -3.4698 -4.1968 -2.4725 0.018 0.204 -0.279 0.240
H 4.4595 -3.2533 2.0428 0.073 -0.024 0.079 -0.219
C -0.5466 3.4494 -1.8173 -0.728 0.915 0.300 -0.427
H -3.9402 5.3971 -6.7354 0.042 0.024 0.011 0.378
H -2.9941 4.6489 3.9373 0.044 0.049 -0.062 0.384
H -5.6742 2.5528 -4.4935 -0.025 0.037 -0.055 0.259
H 5.7284 -2.8069 3.1633 -0.071 -0.036 0.171 0.575
H 2.6197 1.8221 1.2671 -0.050 -0.215 0.052 0.559
H 3.6807 -6.4540 1.1209 0.361 0.067 0.196 0.073
C 0.1175 2.4274 -2.4327 -0.356 -0.163 -0.965 -1.153
H 1.5629 0.8954 -2.2912 -0.059 -0.008 0.118 0.079
C 2.1018 -7.2696 2.3311 0.478 -0.503 0.059 -0.881
H 2.8053 -2.3316 3.9735 -0.110 -0.022 -0.463 0.076
B 1.6056 -3.2765 1.4221 -0.004 -0.144 0.326 1.306
C -4.6173 4.8239 1.0909 0.205 0.346 0.024 -0.403
H -5.7647 5.7779 3.8126 -0.007 0.020 -0.020 0.308
H -0.1291 2.2027 -3.4668 0.164 -0.080 0.024 0.635
H -5.3016 4.1836 -3.9004 0.050 -0.022 0.070 0.305
H -1.8314 1.2040 -6.9046 -0.071 -0.044 -0.029 0.318
C 1.3843 1.9387 -0.4325 0.436 0.364 0.664 1.084
H -4.5194 3.7453 0.9358 -0.054 -0.010 0.023 0.319
H 3.3064 0.0759 3.1231 -0.149 0.001 -0.286 0.358
H -0.1822 1.5162 2.3503 0.648 0.369 -0.228 -0.039
H 4.6406 -0.9409 -2.9170 -0.110 -0.005 0.006 0.551
P 3.7226 -1.8568 -0.8456 -0.020 0.254 0.113 0.173
H 2.9122 -1.1948 -3.0815 -0.146 0.142 0.206 0.354
H 6.0613 -2.4373 -0.8625 -0.042 -0.084 0.264 0.566
H -0.3610 -0.2748 -0.5695 0.216 0.024 -0.263 0.710
C -6.0652 5.2023 1.3207 -0.126 -0.363 -0.118 -0.593
C 4.3910 -4.4446 3.8109 1.176 0.086 -1.094 -0.310
H 4.9060 -4.4213 4.7754 -0.653 -0.179 0.274 0.364
O -1.4937 -2.7490 -2.1271 -0.222 0.385 -0.112 -0.332
O -6.6266 4.4938 2.4168 0.068 0.162 0.083 -0.373
H -6.6457 4.9289 0.4331 0.018 0.036 -0.020 0.345
H -2.7444 3.3863 -7.5767 -0.076 -0.003 0.019 0.367
C 4.6740 -3.0982 3.1129 -1.466 -0.275 -0.715 -0.329
H 0.9188 3.2536 1.1909 0.094 -0.055 -0.079 0.346
H 1.4706 1.4045 3.1372 -0.037 0.029 -0.414 0.048
C 6.1801 -0.3227 -0.7092 -0.245 -0.873 0.083 -1.356
H 4.2708 -1.5212 4.4428 -0.299 -0.145 0.108 0.614
H -2.9622 -1.4243 -2.7988 0.361 -0.057 -0.014 0.039
H 3.5509 0.2483 -2.2027 -0.101 -0.075 -0.108 0.290
C 1.0616 1.6972 -1.7565 0.717 -1.075 -0.483 0.267
C 0.4989 -0.5059 2.5187 0.357 0.535 -0.062 -0.487
C -0.2050 1.0441 4.4099 -0.300 0.633 -0.863 -0.645
H -4.6501 -2.8773 -2.8418 0.098 -0.213 -0.096 0.340
H 1.4656 -6.6845 1.6703 -0.007 -0.110 -0.006 0.100
H -2.1124 0.9421 -5.1719 0.055 0.050 0.011 -0.116
H -0.9043 -0.8730 -2.8920 -0.434 -0.191 0.261 0.345
H 1.8238 -8.3289 2.3217 -0.321 0.190 -0.076 0.332
O -4.7654 3.7623 -5.8556 0.116 -0.044 0.162 -0.386
Nb 2.0495 -0.9916 0.9143 0.795 0.802 -0.490 -2.580
C 5.0561 -5.5764 2.9783 0.611 0.114 1.221 -0.889
H -3.9669 -3.8733 -0.3285 -0.171 0.078 0.127 0.314
C -2.4661 3.8562 -6.6282 0.288 0.143 0.274 -0.508
C -3.8850 -3.2360 -2.1524 -0.047 0.234 0.739 -0.605
H -0.5196 -0.7526 2.1797 0.108 -0.066 0.030 0.410
C -3.4448 4.2023 3.0526 -0.023 0.267 -0.175 -0.649
C 3.6157 -0.8110 2.5406 -0.700 -0.565 0.440 -0.847
Cl -1.8593 1.8109 4.1991 0.276 -0.413 0.464 -0.252
C 0.2483 -1.1940 -0.5243 -0.011 -1.055 0.689 -0.490
C 3.7485 -1.9580 3.5682 1.727 0.752 0.886 -0.908
H 1.3592 -4.7414 0.1659 0.132 -0.301 0.243 0.222
C 3.6047 -7.1734 1.9414 -1.311 0.028 0.259 -0.081
H 3.9133 -8.1605 1.5789 0.278 0.161 0.050 0.404
H -3.3549 5.0835 -5.0939 0.057 -0.049 0.010 0.296
H 5.6715 -1.9102 0.7503 -0.368 0.147 0.020 -0.062
H -4.2623 5.3281 0.1855 -0.042 -0.043 -0.041 0.369
C -2.3667 1.5732 -6.0228 0.102 -0.017 0.072 -0.469
H 4.5934 -0.5261 2.1263 -0.041 -0.228 -0.028 0.717
C -2.7764 -2.1758 -2.0189 -0.829 0.008 -0.183 0.168
H -0.7449 4.5704 -0.0162 0.083 -0.109 0.127 0.449
H -6.1611 6.2828 1.4674 0.055 0.006 0.033 0.336
H 6.6103 -0.4667 -1.7035 0.117 0.219 0.106 0.395
C -4.9326 3.3505 -4.5083 -0.069 -0.018 -0.045 -0.614
O -3.7902 5.2560 2.1581 -0.217 -0.093 0.135 -0.396
H -3.4442 1.5124 -6.1955 0.003 0.013 -0.029 0.384
H 6.0449 -5.7399 3.4341 -0.046 -0.094 -0.233 0.335
C 3.6785 -0.8177 -2.4055 0.602 -0.268 0.125 -1.295
C 5.5112 -1.6710 -0.2991 0.373 0.155 -1.112 -0.235
O -1.9573 2.8948 -5.7186 -0.172 -0.110 -0.076 -0.251
H 1.9443 -6.9155 3.3514 0.124 0.119 -0.110 0.297
O 2.0981 -4.2981 0.6048 -0.241 0.108 0.019 -0.546
H -2.7180 3.5418 2.5851 -0.032 -0.026 -0.048 0.094
C -6.7094 5.2742 3.5940 -0.046 -0.076 -0.005 -0.727
H 3.3622 1.2361 -0.1889 -0.095 -0.293 0.047 0.475
C -3.6393 4.6085 -6.0376 -0.255 -0.035 -0.311 -0.531
H -7.5099 6.0176 3.5015 0.048 0.065 0.045 0.330
H 5.4640 0.4941 -0.8022 0.161 0.098 0.399 0.251
H -0.0230 -3.2548 2.5288 0.287 0.406 0.393 0.295
H -0.4095 0.0661 4.8346 0.193 0.091 0.146 0.331
C 2.4172 1.2130 0.3769 -0.183 0.659 -0.644 -1.554
H 3.3228 -4.6566 3.8753 0.039 0.232 0.206 0.176
H -0.1394 -2.3216 -3.5816 0.060 0.005 0.171 0.200
O -4.5882 -3.4212 -0.9112 0.316 -0.240 -0.202 -0.548
H -0.3978 -1.9547 -0.0478 -0.108 0.263 -0.044 0.543
H -2.9446 -1.6630 -1.0606 0.283 -0.082 -0.014 0.303
O 4.3761 -6.8189 3.0777 0.347 0.186 -0.670 -0.442
H -1.6587 4.5681 -6.8287 -0.025 0.016 -0.036 0.360
H 0.7145 -1.1445 3.3881 0.112 -0.109 -0.219 0.550
O 0.5932 -1.7230 -1.8220 -0.366 0.119 0.027 -0.030
H 0.3202 1.7180 5.0853 -0.055 -0.241 0.143 0.417
H 5.2568 -5.2592 1.9499 -0.446 -0.184 -0.082 0.413
C -0.5096 -1.8740 -2.6480 0.783 0.072 -0.550 -0.544
C 0.7039 2.9973 0.1564 -0.002 0.273 1.080 -0.463
H -4.3235 3.6283 3.3587 0.003 -0.024 -0.032 0.407
H -4.0017 2.9703 -4.0815 0.014 0.039 0.010 0.225
O 0.8359 -3.6915 2.5252 -0.431 -0.687 -0.701 -0.555
H -1.3030 4.0498 -2.3140 0.088 -0.165 -0.192 0.463
H -6.9483 4.6062 4.4207 -0.025 -0.034 -0.049 0.246
C 0.4822 0.9601 3.0085 -1.039 -1.015 1.162 0.023
H 6.9854 -0.1184 0.0002 -0.068 0.391 -0.155 0.362
C -0.2396 3.7394 -0.5006 -0.508 0.470 -0.210 -0.852
```
Forces are in eV/Å.

Here is a gas-phase ion, C6H10N (charge +1) in a non-equilibrium geometry from the OMol25 dataset. Energies are from wB97M-V/def2-TZVPD.

Strongest force on any atom (eV/Å): 3.6
HOMO level (eV): -14.329
Frontier orbital gap (eV): 10.99
Charge: +1
LUMO level (eV): -3.34
ΔE to the lowest compared entry with this formula, charge and spin (eV): 2.694
SMILES: CCC1=C[C@@H]2[NH2+][C@H]12

The geometry in XYZ format:
```
17
Properties=species:S:1:pos:R:3:forces:R:3:mulliken_charge:R:1
C -2.1785 -0.4043 -0.4414 -2.458 0.564 0.279 -1.087
C 0.7814 -0.4586 1.3549 2.650 -1.027 1.193 -0.787
C 0.8746 -0.2539 -0.7177 -2.015 -1.025 1.550 -0.451
H -2.0321 -0.3997 -1.5136 0.199 0.511 -0.283 0.350
H 1.6617 1.4764 0.1495 0.549 -0.550 0.072 0.304
H -1.9867 0.9631 1.2428 0.777 -0.115 -0.179 0.381
H -1.1717 1.5123 -0.2959 -0.203 0.217 0.258 0.244
H -1.8916 -1.4491 -0.1659 -0.884 0.862 0.370 0.307
H -3.2680 -0.0719 -0.2536 1.394 -1.523 -0.498 0.325
H 2.5544 0.8802 -1.1522 0.883 -0.339 -0.057 0.311
H 0.9449 -0.3556 2.3993 -0.189 -0.197 0.756 0.438
C -0.1440 -0.0888 0.5286 0.591 2.282 -2.711 0.012
C -1.3932 0.6698 0.3623 -0.113 -1.673 -0.564 -0.111
N 1.9877 0.6344 -0.3533 -0.652 2.008 -0.551 -0.168
C 1.8657 -0.7122 0.2859 0.370 -1.160 0.997 0.059
H 0.6387 -0.5256 -1.7314 0.442 0.039 -0.266 0.470
H 2.7565 -1.4166 0.3018 -1.342 1.127 -0.366 0.403
```
Forces are in eV/Å.

Here is 2 unconnected molecules or ions with the total composition C4H10O2 in a non-equilibrium geometry from the OMol25 dataset. Energies are from wB97M-V/def2-TZVPD.

Strongest force on any atom (eV/Å): 1.9
HOMO level (spin up / spin down) (eV): -8.313 / -8.312
Frontier orbital gap (spin up / spin down) (eV): 8.32 / 8.32
LUMO level (spin up / spin down) (eV): 0.01 / 0.01
ΔE to the lowest compared entry with this formula, charge and spin (eV): 7.053

The geometry in XYZ format:
```
16
Properties=species:S:1:pos:R:3:forces:R:3:mulliken_charge:R:1
O 2.7610 0.4591 -1.2191 -0.381 -0.396 -0.272 -0.360
H -1.3328 -1.9356 0.4049 0.007 0.090 -0.136 0.267
C -0.8622 1.4064 0.9096 -0.261 -0.148 0.181 -1.281
H 0.3501 -1.8939 -1.3177 0.103 0.249 -0.254 0.280
H 0.7921 0.0924 0.5414 -1.747 -0.440 0.444 0.192
H -0.8867 1.8433 -0.0915 0.012 -0.035 -0.011 0.274
H -0.2408 -0.4893 1.8516 -0.321 0.171 0.137 0.417
C -0.1135 -0.9490 -1.0665 0.726 -0.345 -1.260 -0.356
H 3.5796 0.0043 -0.9683 -0.217 -0.024 -0.230 0.311
H -2.1107 -0.5085 -0.3637 0.093 0.054 -0.029 0.313
H -0.2092 2.0349 1.5186 -0.079 -0.033 -0.020 0.356
C -0.3462 -0.0233 0.8714 1.189 0.721 1.077 -0.041
O 1.7956 -0.3574 -0.5245 -0.298 -0.131 0.337 -0.538
C -1.1698 -0.9580 -0.0470 1.154 0.363 0.148 -0.463
H -1.8766 1.4451 1.3186 0.020 0.124 -0.016 0.362
H -0.1298 -0.1705 -1.8177 0.000 -0.220 -0.096 0.266
```
Forces are in eV/Å.

Here is a molecular structure, C40H42Cl8N2O3P2Si2V in a non-equilibrium geometry from the OMol25 dataset. Energies are from wB97M-V/def2-TZVPD.

Strongest force on any atom (eV/Å): 1.3
HOMO level (spin up / spin down) (eV): -2.633 / -2.779
Frontier orbital gap (spin up / spin down) (eV): 6.63 / 6.77
Charge: -2
LUMO level (spin up / spin down) (eV): 3.99 / 3.99
ΔE to the lowest compared entry with this formula, charge and spin (eV): 0.000
<S²>: 0.7906
Spin multiplicity: 2

The geometry in XYZ format:
```
100
Properties=species:S:1:pos:R:3:forces:R:3:mulliken_charge:R:1
Cl -2.4597 3.8462 -2.0929 0.031 0.058 0.083 -0.126
C 2.1509 1.4392 2.3673 -0.024 -0.015 0.050 1.199
C -1.0001 2.4358 -3.8880 0.050 0.043 0.313 -1.517
C 5.5917 0.1642 0.6626 0.035 -0.005 -0.024 -0.893
C 1.2855 -2.4984 1.4819 0.035 0.015 0.038 -0.245
H 1.6492 -5.7356 0.5327 -0.006 0.003 0.009 0.400
C -2.8008 -1.0431 -3.5257 0.016 0.005 -0.004 -0.943
C -2.0716 -4.1543 0.1561 0.004 -0.008 0.044 -0.449
C -3.2176 -3.4279 2.1406 0.015 0.023 -0.029 -0.918
O 0.2453 2.7228 -0.4143 0.001 0.034 -0.128 0.750
C 2.9664 -0.5752 3.3901 0.018 -0.010 0.015 -0.147
H 2.6052 3.2630 3.3928 0.015 -0.090 0.045 0.197
H -2.9948 -1.3555 2.6501 0.001 0.010 -0.013 0.400
H 3.0959 -1.6520 3.3813 -0.020 -0.001 -0.007 0.297
C 0.6379 -2.7113 2.6971 -0.043 0.027 -0.048 0.078
C 2.2705 0.0493 2.3575 -0.027 0.069 0.044 0.073
C 2.3331 1.4622 -2.0101 -0.020 0.137 0.186 -0.196
Cl 3.3256 2.3531 -0.7899 -0.201 0.093 -0.150 -0.351
H 6.2635 -2.8230 0.6453 -0.042 -0.030 0.013 0.402
Si 4.5797 -1.1930 -0.1749 0.225 0.163 0.089 0.030
H 4.3478 -1.7981 -2.5577 0.050 0.004 0.004 0.290
H -2.1464 -0.3959 -4.1163 -0.024 -0.014 0.025 0.138
C -3.7597 2.2356 2.6650 0.005 0.010 0.011 -0.610
C -3.2593 1.4413 1.6420 -0.014 0.050 -0.016 -0.771
Cl 0.6489 1.0933 -5.5639 0.030 -0.028 0.024 -0.209
H -5.4184 0.8801 -2.6887 0.041 -0.020 -0.016 0.499
H -4.0301 1.7600 -3.3352 -0.024 -0.038 0.071 0.182
C 0.7408 -5.0903 2.3690 -0.014 0.014 -0.017 -0.528
H -4.7663 -1.0410 -0.0451 -0.012 0.017 -0.020 0.316
H 0.3394 -1.8614 3.3020 0.010 0.000 0.013 0.294
H 5.3416 0.2396 1.7257 0.000 -0.008 -0.003 0.194
H 2.8685 0.5482 -2.2340 0.023 -0.042 -0.045 0.098
H -4.5032 1.9923 -1.6534 -0.047 -0.050 -0.032 0.274
C -4.4149 1.2488 -2.4488 -0.034 -0.025 0.020 -1.140
H 6.6673 -0.0279 0.5760 -0.012 -0.013 0.011 0.425
H 0.5301 -6.0964 2.7142 0.000 0.011 -0.005 0.376
N -2.0230 0.2917 -0.9507 0.314 0.031 -0.044 0.002
C 2.7041 2.1837 3.4001 0.028 -0.003 0.019 -0.616
H 4.8189 -3.6935 0.1030 -0.016 0.008 -0.005 0.304
H -1.8019 -4.9391 -0.5407 -0.008 0.000 0.004 0.297
H -0.2504 0.6770 2.9700 0.017 0.016 0.004 0.238
C 0.1444 4.9205 0.4070 0.009 0.056 -0.001 0.696
H -3.5033 4.6713 -4.5538 0.008 0.001 -0.007 0.445
N 2.9375 -0.9129 -0.1121 -0.236 -0.357 -0.106 0.646
C -2.7323 -2.1382 1.9478 -0.021 -0.033 0.001 -0.806
H -5.4611 -1.3984 -1.6325 0.039 -0.020 0.016 0.531
H -4.7369 2.6938 2.5626 0.008 -0.003 0.002 0.345
H 2.2692 2.1280 -2.8672 -0.022 -0.046 -0.089 0.710
O 0.7075 4.3964 -1.8706 0.085 -0.025 0.065 -0.606
V 0.3861 0.9710 -1.5038 0.024 -0.755 1.035 -0.356
C 0.3664 -3.9974 3.1409 -0.014 -0.007 -0.043 -0.761
Si -3.3135 -0.2010 -1.9297 -0.138 0.034 -0.037 0.189
C -1.9997 0.8624 1.7504 0.080 -0.071 0.141 0.500
H 5.3662 1.1284 0.1988 0.081 -0.149 0.077 0.225
C 0.3285 -0.0404 0.2496 0.198 0.316 -0.929 -0.339
H 6.0679 -1.8386 -2.1013 -0.007 0.034 0.017 0.359
C -1.7392 1.8942 3.9199 0.011 -0.015 -0.027 -0.775
H 5.2516 -0.2902 -2.3952 -0.020 -0.041 0.003 0.286
Cl 0.0489 6.6022 -0.1512 -0.018 -0.034 0.012 -0.183
C -4.5273 -1.3761 -1.0590 -0.008 0.018 0.003 -1.198
H -1.0447 2.4909 -7.3063 -0.002 0.006 -0.006 0.446
H -3.2678 -5.4402 1.3957 0.003 0.005 0.005 0.353
P -1.3457 -0.1782 0.3947 -0.510 0.209 0.019 1.854
O -0.3766 1.8763 -2.8960 -0.388 0.341 -0.790 0.220
C -2.8905 -4.4350 1.2452 0.010 0.022 0.018 -0.727
H -3.8542 -3.6411 2.9916 0.002 -0.009 0.002 0.332
H -3.8322 1.2940 0.7339 0.014 -0.016 -0.011 0.056
C -1.2452 1.0981 2.8948 -0.040 -0.044 0.025 -0.293
H -0.9668 -2.6363 -0.8963 0.004 0.009 0.012 0.106
P 1.7186 -0.8314 0.8432 0.358 0.071 0.334 1.371
H 3.8056 2.1352 5.2444 0.007 -0.007 -0.005 0.356
C 5.1263 -1.2939 -1.9769 -0.057 0.029 -0.018 -1.173
C 1.3684 -4.8879 1.1475 0.000 0.015 -0.001 -0.945
Cl 0.5705 -1.0207 -2.7877 0.087 0.006 0.052 -0.520
H 1.6234 1.9309 1.5554 -0.016 -0.010 0.044 -0.827
Cl -3.2168 4.3542 -7.3882 -0.015 0.006 -0.015 -0.282
C -2.0311 3.3824 -3.6961 0.073 0.001 -0.108 0.356
C 5.1673 -2.8065 0.6397 -0.066 -0.025 0.001 -1.165
C -2.7118 3.9631 -4.7526 0.020 -0.006 0.063 -0.553
C -3.0003 2.4630 3.8065 -0.005 -0.006 -0.012 -0.737
H -1.1275 2.0852 4.7938 -0.007 0.005 -0.004 0.433
H -3.6911 -1.2799 -4.1205 0.024 0.002 0.011 0.359
H -3.3836 3.0987 4.5965 0.002 -0.004 -0.006 0.280
Cl 1.5155 4.7749 1.5391 -0.047 0.120 -0.099 -0.222
H 2.1156 -3.4247 -0.2481 0.055 0.022 -0.021 0.602
C -0.6631 2.1641 -5.2292 -0.098 0.086 -0.057 0.815
C 1.6356 -3.5985 0.7070 0.007 -0.037 0.017 -0.405
H -0.1462 -4.1456 4.0843 0.008 -0.004 -0.005 0.403
H -4.1531 -2.3987 -0.9834 0.029 0.000 0.017 0.240
C 3.3798 1.5514 4.4361 -0.015 -0.023 -0.021 -0.799
C -1.9255 -1.8491 0.8549 0.038 -0.048 -0.044 1.475
H 4.8200 -2.8910 1.6750 0.018 0.034 -0.040 0.267
H -2.2398 -1.9610 -3.3372 -0.026 0.016 -0.001 0.217
C -1.5966 -2.8694 -0.0402 0.071 0.006 -0.006 -0.294
C -1.3342 2.7394 -6.2957 0.046 -0.044 0.031 -0.832
Cl -1.3499 4.5142 1.2715 -0.011 -0.009 -0.026 -0.145
C 3.5117 0.1685 4.4288 0.005 0.007 -0.002 -0.756
C -2.3605 3.6272 -6.0450 -0.012 0.011 -0.011 0.382
C 0.3981 3.9206 -0.8002 0.004 -0.082 -0.007 -0.601
H 4.0478 -0.3325 5.2272 -0.006 0.004 -0.001 0.352
```
Forces are in eV/Å.